(1)
{"formula": "C44H46N11O4V", "method": "the ωB97M-V functional and the def2-TZVPD basis", "spin_multiplicity": 2, "homo_lumo_gap_ha": [0.1777, 0.1809], "e_tot_ev": -96645.1071, "e_lumo_ev": [2.48, 2.48], "charge": -1, "homo_ha": [-0.0866, -0.0898], "symbols": ["V", "C", "C", "C", "N", "C", "C", "C", "C", "C", "C", "C", "N", "C", "C", "C", "N", "C", "C", "C", "C", "C", "C", "C", "N", "C", "C", "H", "H", "H", "H", "H", "H", "H", "H", "H", "H", "H", "H", "H", "H", "H", "H", "H", "H", "H", "H", "H", "H", "H", "H", "H", "H", "N", "C", "N", "C", "N", "N", "C", "N", "C", "C", "C", "C", "C", "N", "H", "H", "H", "H", "H", "H", "H", "H", "N", "C", "C", "C", "C", "C", "C", "H", "H", "H", "H", "H", "H", "H", "O", "C", "O", "C", "C", "C", "C", "O", "C", "O", "C", "C", "H", "H", "H", "H", "H"], "xyz": [[-0.212, -0.559, -0.341], [-1.070, -4.024, 1.425], [0.084, -3.558, 2.323], [0.910, -2.354, 1.776], [0.729, -2.113, 0.371], [1.120, -3.037, -0.489], [1.945, -4.145, -0.163], [2.362, -5.211, -0.930], [2.002, -5.559, -2.231], [1.246, -4.814, -3.119], [0.763, -3.523, -2.982], [0.754, -2.676, -1.864], [0.360, -1.409, -1.933], [0.452, -0.737, -3.200], [0.598, 0.764, -2.963], [-0.758, 1.357, -2.596], [-1.356, 0.538, -1.576], [-2.652, 0.271, -1.594], [-3.574, 0.875, -2.489], [-4.945, 0.788, -2.597], [-5.861, 0.096, -1.817], [-5.570, -0.693, -0.716], [-4.344, -1.025, -0.175], [-3.023, -0.662, -0.526], [-1.961, -1.089, 0.159], [-2.172, -1.687, 1.457], [-2.360, -3.210, 1.531], [-0.742, -4.030, 0.385], [-1.306, -5.060, 1.693], [-0.301, -3.305, 3.313], [0.754, -4.411, 2.456], [0.631, -1.435, 2.284], [1.973, -2.512, 2.019], [2.351, -4.132, 0.839], [3.035, -5.907, -0.434], [2.359, -6.518, -2.585], [1.046, -5.283, -4.076], [0.264, -3.128, -3.858], [1.338, -1.109, -3.741], [-0.435, -0.923, -3.827], [1.286, 0.914, -2.134], [0.993, 1.258, -3.854], [-0.626, 2.387, -2.234], [-1.356, 1.393, -3.519], [-3.143, 1.572, -3.194], [-5.380, 1.375, -3.400], [-6.907, 0.201, -2.079], [-6.429, -1.122, -0.206], [-4.429, -1.703, 0.661], [-1.308, -1.419, 2.055], [-3.044, -1.210, 1.925], [-2.840, -3.432, 2.490], [-3.035, -3.544, 0.739], [-0.005, 3.154, 2.135], [1.246, 3.130, 1.652], [2.106, 4.046, 2.113], [3.309, 4.005, 1.565], [4.226, 4.922, 1.992], [3.689, 3.169, 0.605], [2.756, 2.290, 0.226], [1.519, 2.234, 0.685], [3.228, 1.327, -0.771], [4.099, 1.784, -1.765], [4.575, 0.886, -2.695], [4.221, -0.454, -2.551], [3.391, -0.815, -1.502], [2.858, 0.047, -0.653], [-0.117, 3.705, 2.972], [-0.433, 2.222, 2.152], [4.024, 5.321, 2.894], [5.183, 4.678, 1.802], [4.357, 2.830, -1.789], [5.220, 1.210, -3.499], [4.589, -1.201, -3.236], [3.144, -1.855, -1.334], [-2.203, 2.110, 0.599], [-2.999, 2.903, 1.377], [-3.707, 2.358, 2.452], [-4.582, 3.132, 3.183], [-4.777, 4.468, 2.867], [-4.062, 5.025, 1.819], [-3.182, 4.259, 1.083], [-1.487, 2.590, 0.074], [-1.867, 1.256, 1.035], [-3.541, 1.320, 2.703], [-5.112, 2.697, 4.020], [-5.479, 5.068, 3.431], [-4.188, 6.074, 1.584], [-2.619, 4.704, 0.274], [1.397, 0.898, 3.591], [0.228, 0.524, 3.549], [-0.524, 0.496, 2.530], [-0.409, 0.055, 4.872], [-1.656, -0.551, 4.912], [-2.217, -0.997, 6.106], [-1.490, -0.787, 7.252], [-1.803, -1.119, 8.557], [-0.756, -0.595, 9.339], [0.259, -0.095, 8.507], [-0.241, -0.170, 7.220], [0.325, 0.249, 6.045], [-2.202, -0.679, 3.990], [-3.179, -1.483, 6.137], [-0.348, -1.386, 9.990], [-1.147, 0.224, 9.973], [1.296, 0.714, 5.989]], "atomic_forces_ev_per_a": [[1.46, 1.31, 1.76], [-0.10, 0.01, 0.10], [0.04, -0.04, -0.33], [0.22, -0.15, 0.70], [0.84, -1.18, 0.00], [0.11, 0.06, 0.57], [0.29, -0.37, -0.16], [-0.08, 0.39, 0.73], [-0.44, -0.03, -1.01], [0.71, -0.99, 0.46], [-0.28, 0.94, 0.37], [-0.07, -0.49, -0.89], [0.83, -0.62, -1.52], [0.08, 0.23, -0.54], [-0.31, -0.11, -0.04], [0.08, 0.26, -0.48], [-1.13, 0.39, -0.80], [0.62, 0.53, -0.25], [-0.32, 0.13, -0.22], [0.41, 0.02, -0.01], [-0.36, -0.35, 0.44], [-0.30, 0.43, -0.67], [0.60, -0.12, 0.14], [-0.74, -0.43, 0.50], [-1.87, -0.19, 0.45], [-0.33, -0.55, 0.42], [0.13, 0.12, -0.21], [-0.06, -0.16, 0.10], [0.01, 0.01, -0.09], [0.01, 0.07, 0.07], [0.00, 0.02, 0.04], [0.09, -0.13, 0.02], [-0.13, 0.05, -0.07], [-0.01, 0.04, 0.08], [-0.04, 0.06, 0.04], [-0.01, -0.05, -0.04], [0.02, -0.02, -0.04], [0.06, 0.10, 0.01], [-0.23, 0.02, -0.01], [0.08, 0.01, -0.08], [0.06, 0.07, -0.21], [0.03, 0.04, 0.01], [-0.10, -0.01, -0.05], [0.11, 0.06, 0.16], [0.05, -0.04, 0.05], [0.07, 0.03, 0.00], [-0.02, 0.02, 0.00], [0.05, -0.02, -0.03], [0.14, -0.02, 0.01], [-0.23, 0.02, 0.13], [0.15, 0.03, 0.12], [-0.02, 0.02, 0.04], [-0.14, 0.00, 0.04], [0.16, -0.04, 0.11], [-0.14, 0.45, 0.13], [0.13, 0.06, 0.13], [-0.47, 0.06, -0.02], [0.11, 0.05, 0.07], [0.32, -0.27, -0.24], [-0.31, 0.82, 1.00], [0.24, -0.50, -0.50], [0.47, -0.72, -0.71], [-0.29, -0.02, 0.15], [-0.14, -0.42, 0.06], [0.17, 0.33, -0.07], [0.10, -0.33, -0.21], [0.11, 0.84, 0.36], [0.05, 0.00, -0.04], [-0.01, 0.22, 0.00], [0.05, 0.02, -0.03], [-0.02, 0.04, 0.03], [0.05, 0.06, 0.01], [0.02, 0.00, -0.04], [0.03, -0.13, -0.03], [-0.07, -0.06, -0.09], [-0.13, -0.02, -0.10], [-0.27, 0.18, 0.03], [0.14, -0.13, 0.01], [-0.08, 0.13, 0.07], [-0.18, 0.09, 0.16], [-0.04, 0.08, 0.05], [0.11, -0.04, -0.02], [-0.04, -0.13, 0.07], [-0.06, 0.17, -0.07], [0.00, -0.14, 0.04], [-0.04, -0.07, 0.02], [0.01, 0.04, 0.05], [0.00, 0.03, -0.06], [0.06, 0.02, -0.11], [0.38, 0.09, 0.06], [-0.14, -0.15, 0.68], [-0.47, -0.11, -0.51], [0.11, 0.06, -0.36], [0.18, 0.10, -0.18], [-0.03, -0.07, 0.42], [0.46, 0.24, 0.03], [-0.20, -0.16, -0.56], [-0.02, 0.14, 1.25], [0.27, 0.04, -0.51], [-0.53, -0.21, -0.04], [0.03, -0.02, 0.28], [0.00, 0.03, -0.12], [-0.14, -0.05, 0.00], [-0.09, 0.14, -0.23], [0.07, -0.19, -0.22], [0.10, 0.04, -0.01]]}


(2)
{"formula": "C7H10O", "method": "the ωB97M-V functional and the def2-TZVPD basis", "homo_lumo_gap_ha": 0.3849, "e_tot_ev": -9462.6014, "e_lumo_ev": 1.02, "e_above_lowest_kcal_mol": 137.4, "homo_ha": -0.3472, "symbols": ["C", "C", "C", "C", "C", "C", "C", "H", "H", "H", "H", "H", "H", "H", "H", "H", "H", "O"], "xyz": [[-1.052, 0.158, 1.797], [-0.429, 0.052, 0.366], [-1.394, 0.561, -0.528], [0.029, 1.044, -0.381], [1.078, 0.243, -1.379], [1.907, -0.726, -0.385], [0.355, -1.144, -0.086], [-1.956, -0.594, 1.840], [-0.336, -0.220, 2.576], [-1.340, 1.073, 2.241], [-2.005, 1.302, 0.050], [-2.006, 0.289, -1.392], [0.361, 2.117, -0.118], [1.286, 0.578, -2.580], [2.598, -1.316, -0.889], [2.483, -0.242, 0.414], [0.185, -2.282, 0.150], [0.234, -0.894, -1.698]], "atomic_forces_ev_per_a": [[1.02, -4.17, 0.96], [-2.34, -5.98, 7.47], [-3.00, 3.89, -1.71], [4.74, 6.94, -5.83], [-1.36, -0.65, -2.57], [-2.77, 3.76, 1.11], [2.19, -3.41, -3.51], [1.64, 1.55, -0.10], [-0.38, -0.01, -0.58], [-0.43, 1.43, -0.58], [0.25, -0.73, -0.59], [1.23, -0.69, 0.08], [-0.87, -1.90, -0.10], [0.35, 0.12, 3.87], [0.34, -1.77, -1.10], [-0.43, 0.11, 0.20], [-0.20, 2.50, -0.13], [0.01, -0.97, 3.09]]}


(3)
{"formula": "C30H39HgN5OSi", "method": "the ωB97M-V functional and the def2-TZVPD basis", "spin_multiplicity": 2, "homo_lumo_gap_ha": [0.1915, 0.2255], "e_tot_ev": -53293.8381, "e_lumo_ev": [2.62, 2.61], "e_above_lowest_kcal_mol": 6.2, "charge": -1, "homo_ha": [-0.0951, -0.1297], "symbols": ["Hg", "C", "Si", "C", "N", "C", "C", "C", "C", "C", "C", "C", "C", "C", "C", "C", "C", "C", "C", "C", "C", "C", "H", "H", "H", "H", "H", "H", "H", "H", "H", "H", "H", "H", "H", "H", "H", "H", "H", "H", "H", "H", "H", "H", "H", "H", "N", "C", "C", "N", "H", "H", "H", "H", "H", "H", "H", "H", "O", "C", "C", "C", "C", "C", "C", "C", "N", "C", "C", "N", "H", "H", "H", "H", "H", "H", "H"], "xyz": [[-1.177, -0.644, -1.110], [-0.904, 1.884, -0.631], [0.144, 2.141, 0.829], [1.541, 0.850, 0.831], [1.106, -0.521, 1.118], [1.047, -0.783, 2.559], [1.457, -2.207, 2.914], [2.904, -2.478, 2.482], [3.184, -1.886, 1.083], [1.870, -1.540, 0.388], [1.029, 3.816, 0.639], [0.774, 4.936, 1.432], [1.297, 6.185, 1.112], [2.080, 6.344, -0.022], [2.346, 5.243, -0.828], [1.827, 4.000, -0.498], [-0.866, 2.210, 2.427], [-0.321, 2.037, 3.701], [-1.116, 2.054, 4.840], [-2.486, 2.261, 4.731], [-3.048, 2.462, 3.477], [-2.245, 2.431, 2.344], [-0.385, 2.028, -1.579], [-1.900, 2.322, -0.676], [2.387, 1.152, 1.477], [1.912, 0.875, -0.200], [0.035, -0.580, 2.923], [1.727, -0.102, 3.102], [0.785, -2.915, 2.422], [1.351, -2.351, 3.992], [3.082, -3.557, 2.484], [3.587, -2.042, 3.217], [3.754, -2.589, 0.472], [3.786, -0.977, 1.170], [1.257, -2.442, 0.294], [2.032, -1.186, -0.629], [0.155, 4.829, 2.317], [1.082, 7.041, 1.742], [2.471, 7.319, -0.284], [2.944, 5.360, -1.725], [2.031, 3.151, -1.145], [0.746, 1.878, 3.811], [-0.669, 1.901, 5.815], [-3.108, 2.268, 5.618], [-4.113, 2.639, 3.385], [-2.695, 2.577, 1.368], [-4.149, -0.546, 0.660], [-4.418, -1.733, 1.455], [-3.171, -2.192, 2.199], [-2.100, -2.576, 1.288], [-3.823, 0.226, 1.227], [-4.960, -0.251, 0.134], [-4.741, -2.527, 0.773], [-5.219, -1.598, 2.198], [-3.464, -2.997, 2.887], [-2.806, -1.357, 2.804], [-2.300, -3.442, 0.805], [-1.210, -2.655, 1.760], [1.218, -1.083, -2.603], [1.467, -1.192, -3.838], [2.554, -0.464, -4.440], [2.919, -0.608, -5.755], [2.231, -1.492, -6.598], [1.171, -2.203, -6.069], [0.757, -2.071, -4.739], [-0.415, -2.819, -4.289], [-1.267, -2.508, -3.333], [-2.237, -3.478, -3.330], [-1.982, -4.405, -4.294], [-0.820, -3.980, -4.899], [3.091, 0.218, -3.789], [3.748, -0.030, -6.151], [2.508, -1.595, -7.640], [0.623, -2.870, -6.730], [-3.061, -3.431, -2.636], [-2.506, -5.295, -4.600], [-0.334, -4.441, -5.645]], "atomic_forces_ev_per_a": [[0.04, 0.69, 0.14], [-0.15, -0.56, -0.17], [0.20, -0.04, -0.36], [-0.15, -0.10, 0.19], [0.25, -0.09, 0.07], [-0.13, -0.02, -0.08], [0.10, 0.09, -0.12], [-0.04, -0.02, -0.06], [-0.10, -0.07, 0.11], [0.14, 0.08, 0.04], [-0.07, 0.06, -0.05], [0.09, -0.10, 0.05], [-0.01, 0.04, 0.01], [-0.02, -0.06, -0.01], [0.00, -0.02, 0.02], [0.04, 0.00, 0.11], [-0.13, -0.08, -0.04], [0.03, 0.08, -0.01], [-0.03, 0.02, 0.02], [0.05, 0.00, -0.06], [0.01, -0.01, 0.03], [0.03, -0.04, 0.02], [0.03, 0.05, 0.03], [-0.01, -0.12, 0.01], [0.00, 0.03, -0.03], [-0.04, 0.03, 0.00], [0.03, 0.07, 0.09], [-0.02, 0.00, 0.00], [0.02, -0.03, 0.06], [-0.07, -0.03, 0.00], [0.04, 0.01, 0.02], [-0.02, -0.02, 0.02], [0.03, 0.04, -0.02], [0.01, 0.00, -0.02], [-0.02, 0.01, -0.07], [-0.09, -0.05, -0.02], [-0.01, 0.04, -0.02], [0.00, -0.02, 0.01], [0.01, -0.01, 0.01], [0.02, -0.01, 0.02], [-0.01, 0.06, -0.04], [-0.02, -0.01, -0.01], [0.01, 0.01, 0.00], [0.00, 0.01, 0.00], [0.00, -0.02, -0.01], [0.00, -0.02, 0.03], [-0.11, -0.08, 0.02], [0.09, 0.11, -0.04], [0.11, -0.03, -0.14], [-0.16, 0.04, 0.14], [0.04, -0.01, -0.01], [0.01, 0.05, 0.01], [0.00, -0.02, 0.02], [-0.02, -0.05, 0.03], [-0.03, 0.04, 0.09], [0.00, -0.02, 0.04], [0.04, 0.00, -0.02], [0.01, 0.00, -0.05], [-0.09, 0.11, -0.06], [0.16, -0.11, 0.02], [0.00, 0.03, -0.03], [-0.12, -0.06, 0.00], [0.10, 0.01, -0.03], [-0.03, 0.06, 0.05], [0.01, 0.06, -0.03], [-0.06, -0.07, 0.02], [-0.07, 0.01, 0.01], [0.09, 0.06, -0.04], [-0.07, 0.01, 0.02], [0.03, 0.01, 0.01], [-0.01, -0.02, 0.02], [0.01, 0.01, 0.03], [-0.01, -0.04, 0.01], [-0.06, 0.05, -0.01], [0.02, -0.05, -0.02], [0.04, 0.01, -0.01], [0.04, -0.02, 0.03]]}


(4)
{"formula": "C17H27N3O2", "method": "the ωB97M-V functional and the def2-TZVPD basis", "homo_lumo_gap_ha": 0.3497, "e_tot_ev": -26634.3242, "e_lumo_ev": 0.49, "e_above_lowest_kcal_mol": 0.8, "smiles": "CCCCCCCCCCNC(=O)C(=O)Nc1ccccn1", "homo_ha": -0.3316, "symbols": ["C", "C", "C", "C", "C", "C", "C", "C", "C", "H", "H", "C", "N", "C", "O", "C", "O", "N", "C", "N", "C", "C", "C", "C", "H", "H", "H", "H", "H", "H", "H", "H", "H", "H", "H", "H", "H", "H", "H", "H", "H", "H", "H", "H", "H", "H", "H", "H", "H"], "xyz": [[5.324, 4.113, -0.798], [4.362, 2.940, -0.937], [4.455, 1.984, 0.250], [3.494, 0.805, 0.117], [3.607, -0.155, 1.299], [2.556, -1.266, 1.273], [2.761, -2.252, 0.124], [1.844, -3.474, 0.205], [0.351, -3.146, 0.250], [0.122, -2.584, 1.156], [-0.213, -4.082, 0.290], [-0.116, -2.339, -0.962], [-1.530, -2.062, -0.895], [-2.037, -0.878, -0.548], [-1.409, 0.143, -0.323], [-3.570, -0.909, -0.467], [-4.197, -1.932, -0.672], [-4.054, 0.306, -0.148], [-5.366, 0.724, 0.033], [-5.479, 2.007, 0.355], [-6.689, 2.500, 0.549], [-7.845, 1.746, 0.432], [-7.720, 0.406, 0.094], [-6.461, -0.128, -0.112], [-6.315, -1.162, -0.375], [-8.595, -0.219, -0.008], [-8.813, 2.192, 0.599], [-6.723, 3.550, 0.809], [-3.344, 1.026, -0.015], [-2.195, -2.819, -0.999], [0.383, -1.369, -0.988], [0.101, -2.883, -1.886], [2.092, -4.044, 1.103], [2.040, -4.116, -0.657], [2.607, -1.745, -0.829], [3.795, -2.604, 0.142], [1.570, -0.806, 1.198], [2.601, -1.815, 2.217], [4.606, -0.598, 1.314], [3.486, 0.415, 2.223], [3.711, 0.276, -0.813], [2.470, 1.181, 0.056], [5.479, 1.608, 0.330], [4.233, 2.530, 1.170], [4.585, 2.395, -1.857], [3.339, 3.316, -1.016], [6.351, 3.759, -0.737], [5.105, 4.681, 0.104], [5.241, 4.781, -1.652]], "atomic_forces_ev_per_a": [[-0.18, -0.12, -0.14], [0.23, 0.05, 0.27], [-0.30, -0.07, -0.41], [0.33, 0.02, 0.36], [-0.34, 0.01, -0.15], [0.34, -0.02, -0.13], [-0.18, -0.09, 0.24], [-0.06, 0.13, -0.05], [0.18, 0.01, -0.21], [-0.09, 0.01, 0.03], [-0.06, 0.02, 0.06], [0.22, 0.03, 0.29], [-0.29, -0.30, -0.09], [0.16, -0.09, -0.10], [0.07, 0.09, 0.06], [-0.20, -0.01, 0.03], [-0.03, 0.03, 0.00], [0.56, 0.26, 0.02], [-0.62, -0.05, 0.02], [0.52, -0.12, -0.06], [-0.29, 0.01, 0.02], [-0.03, -0.07, -0.01], [0.13, 0.22, 0.05], [0.04, -0.07, -0.02], [0.02, -0.04, -0.01], [-0.05, -0.05, -0.01], [-0.07, 0.07, 0.02], [-0.10, 0.07, 0.02], [-0.13, -0.18, -0.03], [-0.01, 0.18, 0.02], [0.03, -0.10, -0.11], [0.03, 0.10, 0.02], [0.04, -0.07, -0.03], [0.02, -0.11, 0.02], [0.09, 0.04, -0.10], [0.06, 0.05, -0.08], [-0.13, 0.01, 0.08], [-0.11, -0.04, 0.05], [0.07, 0.00, 0.06], [0.08, 0.02, 0.04], [-0.06, 0.00, -0.10], [-0.09, -0.01, -0.07], [0.07, 0.01, 0.07], [0.05, 0.02, 0.09], [-0.08, -0.03, -0.05], [-0.06, -0.04, -0.07], [0.13, 0.01, 0.02], [0.02, 0.10, 0.09], [0.06, 0.12, -0.04]]}


(5)
{"formula": "C5H8O2", "method": "the ωB97M-V functional and the def2-TZVPD basis", "homo_lumo_gap_ha": 0.3541, "e_tot_ev": -9408.3226, "e_lumo_ev": 0.76, "e_above_lowest_kcal_mol": 34.8, "smiles": "O=C=CCCCO", "homo_ha": -0.3262, "symbols": ["O", "C", "C", "C", "C", "C", "O", "H", "H", "H", "H", "H", "H", "H", "H"], "xyz": [[-2.386, 0.156, -1.048], [-1.530, 0.923, -0.222], [-0.339, 0.152, 0.311], [0.737, -0.383, -0.637], [1.889, -0.869, 0.230], [1.787, -0.762, 1.540], [1.648, -0.641, 2.696], [-2.166, 0.344, -1.965], [-2.117, 1.229, 0.652], [-1.198, 1.843, -0.725], [-0.714, -0.695, 0.899], [0.353, -1.209, -1.250], [1.084, 0.395, -1.333], [0.160, 0.837, 1.009], [2.793, -1.321, -0.157]], "atomic_forces_ev_per_a": [[0.00, -0.01, -0.33], [0.18, 0.22, 0.22], [-0.02, -0.01, 0.09], [-0.09, 0.06, -0.01], [0.06, -0.05, 0.17], [-0.02, 0.04, 0.61], [0.31, -0.19, -0.92], [-0.06, -0.13, 0.05], [0.01, 0.02, -0.20], [-0.07, -0.15, -0.02], [-0.01, 0.13, -0.01], [0.03, 0.15, 0.14], [-0.04, -0.08, 0.19], [-0.14, -0.03, 0.02], [-0.11, 0.04, -0.01]]}